[1]
Below is 2 unconnected molecules or ions with the total composition C23H24ClN5O5S2, with properties calculated with ωB97M-V/def2-TZVPD.

Its HOMO energy is -0.290 Eh. The calculation puts the lowest unoccupied orbital energy at -1.69 eV. Its total charge is 0. The calculation puts the HOMO-LUMO gap at 6.21 eV.

Geometry (Å):
Cl (3.0737, 5.4851, 2.7559)
S (-3.0789, 1.9201, -0.5800)
S (-0.9659, -0.2739, -0.5158)
O (3.5601, 4.2136, 3.2561)
O (6.1732, 3.9576, 1.6224)
O (3.0407, 5.4500, 1.3045)
O (1.7404, 5.7255, 3.2635)
O (3.9567, 6.5452, 3.1926)
N (-3.7014, -0.7275, 0.1592)
N (5.5310, 1.7428, -0.6261)
N (6.3092, 2.8985, -0.7149)
N (4.6186, -0.4168, -0.3988)
N (5.3143, -2.6724, 2.1438)
C (-4.7853, -0.1664, 1.0124)
C (6.3467, 3.3763, 0.5434)
C (5.5960, -2.4330, 0.8617)
C (1.3501, 0.0839, -2.0539)
C (-5.0866, -2.8283, -0.5610)
C (-4.2481, -1.0594, -2.4969)
C (3.5319, 0.5700, -0.5276)
C (4.0813, 2.0341, -0.6721)
C (-7.2077, 1.0567, 1.5060)
C (4.4706, -1.9075, -0.2058)
C (7.1006, -2.7112, 0.3347)
C (-5.7648, -3.2975, -3.1244)
C (-4.5891, -0.3490, 2.5933)
C (-5.7023, 0.1685, 3.5748)
C (-7.0353, 0.8759, 3.0820)
C (-4.9911, -1.9918, -3.5696)
C (-0.2763, 0.3170, -2.1383)
C (1.9194, 0.2844, -0.5241)
C (-2.7291, 0.2992, -0.2937)
C (-5.8288, -3.7401, -1.6054)
C (-4.3072, -1.4858, -0.9667)
C (-6.1013, 0.5393, 0.4985)
C (5.8938, 0.3408, -0.4894)
H (-6.3822, -4.6805, -1.2211)
H (1.4407, 1.2197, -0.0609)
H (4.5729, -2.5066, -1.1911)
H (3.5345, 3.0492, -0.7629)
H (-7.8418, 1.2358, 3.8256)
H (7.3797, -3.8277, 0.4227)
H (-4.9340, -1.6497, -4.6622)
H (-6.2636, 0.6734, -0.6324)
H (7.8268, -2.0500, 0.9646)
H (7.1365, -2.3797, -0.7825)
H (-0.6140, -0.3128, -3.0569)
H (-3.6385, -0.8636, 3.0193)
H (-5.6071, 0.0215, 4.7238)
H (1.7908, -0.6750, 0.1140)
H (4.3042, -2.4294, 2.2802)
H (6.9649, -0.0780, -0.4176)
H (-3.6838, -0.1118, -2.8098)
H (-8.1741, 1.5374, 1.0999)
H (1.9371, 0.7614, -2.7717)
H (-5.1261, -3.1137, 0.5670)
H (1.5689, -1.0322, -2.3033)
H (3.4424, -2.0628, 0.3103)
H (-0.5484, 1.4132, -2.4019)
H (-6.2947, -3.9620, -3.8934)

These are the Löwdin partial charges, in e, on atoms 1 to 4: number 1, Cl, carries 0.62; number 2, S, carries 0.68; number 3, S, carries 0.82; number 4, O, carries -0.41



[2]
Below is 8 unconnected molecules or ions with the total composition C28H42ClO18, with properties calculated with ωB97M-V/def2-TZVPD.

Its HOMO energy is -0.292 Eh. The calculation puts the lowest unoccupied orbital energy at 1.95 eV. Its total charge is -1. The calculation puts the HOMO-LUMO gap at 9.89 eV.

Geometry (Å):
Cl (-1.1350, -0.2503, 0.6853)
O (-4.2864, 4.4748, 2.3236)
O (3.9547, -2.0190, 2.9785)
O (2.9904, -0.5863, -4.6272)
O (-0.4368, 0.4209, -3.1455)
O (-2.1744, -1.2459, 0.7104)
O (-0.3543, -0.3134, 1.9060)
O (4.3474, 3.7153, 0.4613)
O (3.8630, 1.4106, -4.1504)
O (2.6105, 3.4298, 1.8303)
O (-1.7465, 1.0525, 0.5668)
O (-1.6570, -4.9503, -1.4924)
O (-0.2234, -0.5149, -0.4132)
O (-1.4535, -1.3155, -4.0916)
O (-0.9524, -2.5004, 5.8036)
O (4.4160, 0.1080, 3.4744)
O (-5.3079, 6.4049, 2.7811)
O (-2.2964, -5.6349, -3.5224)
O (0.8237, -3.8249, 5.5137)
C (0.9125, 3.0470, 0.2700)
C (-2.2309, 1.9673, -3.0252)
C (3.1645, 3.6661, 0.6092)
C (1.1997, 3.2845, 1.7386)
C (3.2890, 0.4282, -3.7915)
C (-0.1181, -4.5617, -3.2007)
C (2.3371, -1.3429, -2.4956)
C (2.0656, 3.7487, -0.4593)
C (-2.8797, 5.0846, 0.4968)
C (-2.2284, -2.9874, 3.8776)
C (-0.4753, -4.3898, -0.8439)
C (-1.9707, -1.9340, 4.9569)
C (2.8994, -0.4297, 1.6268)
C (-4.4712, 5.8065, 2.1709)
C (-3.2036, 3.9893, 1.5229)
C (2.7678, 0.1149, -2.4063)
C (1.9863, -1.4492, -3.9831)
C (2.8647, -1.7594, 0.8892)
C (-0.2188, -3.4051, 5.1066)
C (-1.5339, -0.2664, -3.5170)
C (-0.7763, 1.7078, -2.6081)
C (3.8277, -0.6798, 2.7948)
C (-2.7756, 0.5483, -3.2157)
C (-3.5138, 6.3290, 1.1292)
C (3.1624, -2.7391, 2.0214)
C (-1.4692, -5.1292, -2.8230)
C (-0.8735, -3.6216, 3.7508)
C (0.6181, -4.6183, -1.8738)
H (-2.3363, 3.7738, 2.1474)
H (1.0431, -1.0286, -4.3106)
H (2.4321, 3.1985, -1.3191)
H (1.9388, 0.7649, -2.1248)
H (3.5287, 0.3077, -1.6470)
H (-0.2946, -4.9240, 0.0807)
H (-0.8469, -4.6636, 3.4459)
H (1.4373, -1.4658, -1.8867)
H (2.1002, -2.4561, -4.3791)
H (-3.4802, 0.4068, -4.0289)
H (0.8323, 2.4571, 2.3445)
H (-2.7620, 2.5202, -2.2539)
H (-0.6777, -3.3230, -0.7394)
H (-1.8119, 5.2466, 0.3657)
H (3.0485, -2.1191, -2.2259)
H (-1.5475, -1.0311, 4.5034)
H (2.2611, -3.1057, 2.5147)
H (-0.0893, 2.4463, -3.0200)
H (-0.2994, -3.5192, -3.4899)
H (-4.0311, 6.9817, 0.4246)
H (0.9350, 1.9852, 0.0046)
H (-0.6559, 1.6567, -1.5296)
H (-0.2416, -3.0132, 3.0929)
H (0.4306, -5.0560, -3.9955)
H (3.7473, -3.5909, 1.6755)
H (-2.5643, -2.5544, 2.9353)
H (-0.0602, 3.3642, -0.1082)
H (1.4649, -3.9315, -1.8740)
H (1.8603, 4.8088, -0.6064)
H (1.0561, -5.6104, -1.7199)
H (1.9152, -0.1652, 2.0342)
H (-2.8524, -1.6252, 5.5103)
H (-2.2581, 2.5276, -3.9599)
H (-2.8068, 7.0211, 1.5955)
H (-3.1919, 0.1777, -2.2757)
H (3.1661, 0.4658, 1.0670)
H (-3.4966, 3.0610, 1.0398)
H (1.8753, -1.9362, 0.4643)
H (0.6785, 4.1769, 2.1037)
H (-3.3262, 4.8989, -0.4781)
H (-3.0522, -3.6123, 4.2316)
H (3.5936, -1.7857, 0.0804)

These are the Löwdin partial charges, in e, on atoms 1 to 4: number 1, Cl, carries 0.65; number 2, O, carries 0.03; number 3, O, carries 0.03; number 4, O, carries 0.02



[3]
Below is a molecular structure, C4H7O3Yb, with properties calculated with ωB97M-V/def2-TZVPD.

Its HOMO energy (spin up / spin down) is -0.672 / -0.671 Eh. The multiplicity is 2. The calculation puts the lowest unoccupied orbital energy (spin up / spin down) at -10.01 / -12.11 eV. The expectation value of S² is 0.7508. Its total charge is +2. The calculation puts the HOMO-LUMO gap (spin up / spin down) at 8.27 / 6.13 eV.

Geometry (Å):
Yb (0.5163, 2.5466, -0.3631)
O (-0.3113, 0.6227, 0.5481)
O (0.2377, -1.4329, -0.3771)
O (2.1789, 0.9533, -0.5242)
C (-1.5310, -0.0834, 0.3695)
C (2.1706, -0.1453, -0.0085)
C (-1.1690, -1.2208, -0.5706)
C (0.8449, -0.6811, 0.5333)
H (-1.7928, -0.4620, 1.3686)
H (0.2592, 4.4360, -0.4539)
H (0.9452, -1.0942, 1.5497)
H (-2.3556, 0.5267, -0.0198)
H (-1.6835, -2.1579, -0.3357)
H (3.0179, -0.8450, -0.0907)
H (-1.3276, -0.9626, -1.6256)

These are the Löwdin partial charges, in e, on atoms 1 to 4: number 1, Yb, carries 1.94; number 2, O, carries -0.31; number 3, O, carries 0.00; number 4, O, carries -0.05



[4]
Below is a molecular structure, C32H40GeIrN7S2, with properties calculated with ωB97M-V/def2-TZVPD.

Its HOMO energy is -0.470 Eh. The calculation puts the lowest unoccupied orbital energy at -6.43 eV. Its total charge is +2. The calculation puts the HOMO-LUMO gap at 6.36 eV.

Geometry (Å):
Ir (-1.6926, 0.0037, -0.2208)
Ge (0.4316, -0.0472, -1.5207)
S (-2.0170, 2.1979, -1.2705)
S (-4.2832, -0.2283, -0.2633)
N (-3.1907, -2.0699, -1.8854)
N (-2.5248, 2.5012, 1.3182)
N (-1.8453, -1.6648, -1.6675)
N (-2.5692, 4.3945, 0.0360)
N (-5.4706, -2.0377, -1.7274)
N (-1.5767, -1.3436, 1.4250)
N (-2.1659, 1.1983, 1.4778)
C (-4.3180, -1.5103, -1.3369)
C (1.2201, -2.8848, -1.6129)
C (-1.8330, -1.5114, 3.7820)
C (-0.8617, -3.3168, 2.5651)
C (2.5434, 3.5761, -1.7664)
C (2.4052, 0.6979, 2.7020)
C (-0.0757, 0.0612, -3.4259)
C (-0.9999, -2.5498, 1.4211)
C (3.8140, -2.4576, -0.7430)
C (3.8923, 0.6154, 2.3484)
C (2.0716, -3.9665, -1.4257)
C (0.6587, 0.1011, -5.7291)
C (0.9410, -0.0358, -4.3779)
C (1.6491, -1.5757, -1.3564)
C (2.9603, -1.3755, -0.9287)
C (-2.4834, 0.5618, 2.5443)
C (1.8028, 2.4307, -2.0277)
C (2.1298, 1.8156, 3.7129)
C (-3.3058, 1.1583, 3.6385)
C (1.9040, 1.7849, 0.3186)
C (1.5307, 0.8245, 1.4344)
C (2.9402, 3.8391, -0.4697)
C (1.4939, 1.5259, -1.0092)
C (-1.6732, 0.3907, -5.2313)
C (-1.2994, -2.7921, 3.7654)
C (-1.9680, -0.8142, 2.5987)
C (2.0066, -0.6243, 3.3661)
C (2.6187, 2.9590, 0.5553)
C (-1.3909, 0.2701, -3.8733)
C (-0.6468, 0.3045, -6.1577)
C (3.3695, -3.7506, -0.9834)
C (-2.3814, 3.0852, 0.1108)
H (0.2157, -3.0691, -1.9865)
H (-3.6861, 0.3909, 4.3055)
H (4.4800, 0.3945, 3.2423)
H (-2.7857, 4.9669, 0.8362)
H (-4.1675, 1.6824, 3.2189)
H (0.9301, -0.6436, 3.5682)
H (2.5278, -0.7516, 4.3171)
H (2.4333, 2.8004, 3.3620)
H (4.8305, -2.2875, -0.4115)
H (-1.2009, -3.3557, 4.6832)
H (-5.5347, -2.8074, -2.3750)
H (-2.8619, 3.0219, 2.1151)
H (-2.7197, 1.8632, 4.2362)
H (4.2745, 1.5398, 1.9193)
H (2.2554, -1.4756, 2.7254)
H (-0.6200, -2.9082, 0.4718)
H (-2.1172, -1.0531, 4.7187)
H (-2.2031, 0.3795, -3.1616)
H (1.0602, 1.8536, 3.9499)
H (1.4732, 2.2346, -3.0414)
H (4.0361, -4.5895, -0.8338)
H (-2.6910, 0.5595, -5.5599)
H (0.5089, 1.0571, 1.7485)
H (2.9308, 3.2080, 1.5588)
H (1.7269, -4.9727, -1.6298)
H (-6.3273, -1.6570, -1.3600)
H (3.5031, 4.7361, -0.2452)
H (-0.8626, 0.3957, -7.2138)
H (-2.4929, 4.8495, -0.8607)
H (1.9641, -0.2085, -4.0624)
H (2.6688, 1.6215, 4.6424)
H (4.0638, -0.1885, 1.6276)
H (1.4615, 0.0438, -6.4524)
H (2.7971, 4.2571, -2.5690)
H (1.5013, -0.1762, 0.9970)
H (-3.2991, -2.8484, -2.5199)
H (-1.4413, -1.4984, -2.6053)
H (-0.4170, -4.3002, 2.5087)
H (3.3229, -0.3690, -0.7537)
H (-1.3485, -2.4370, -1.2206)

These are the Löwdin partial charges, in e, on atoms 1 to 4: number 1, Ir, carries 0.81; number 2, Ge, carries 0.87; number 3, S, carries 0.75; number 4, S, carries 0.70



[5]
Below is a single CH6N3PS molecule, with properties calculated with ωB97M-V/def2-TZVPD.

Its HOMO energy is -0.287 Eh. The calculation puts the lowest unoccupied orbital energy at -0.54 eV. The SMILES is C=NP(N)(N)=S. Its total charge is 0. The calculation puts the HOMO-LUMO gap at 7.26 eV.

Geometry (Å):
S (1.2062, -1.6557, 2.3309)
P (0.3882, -0.5299, 0.1630)
N (1.4255, 0.7332, -0.1323)
N (-1.1996, 0.0170, 0.0215)
N (0.4744, -1.4313, -1.1956)
C (-1.7537, 1.0580, 0.4983)
H (1.3818, -1.7846, -1.5589)
H (-2.7262, 1.1603, 0.2598)
H (1.0460, 1.3705, -0.8203)
H (1.4998, 1.2247, 0.7530)
H (-1.3914, 1.8765, 1.0815)
H (-0.3511, -2.0388, -1.4010)

These are the Löwdin partial charges, in e, on atoms 1 to 4: number 1, S, carries -0.25; number 2, P, carries 0.40; number 3, N, carries -0.14; number 4, N, carries -0.15



Max |F|, respectively: 8.76; 1.80; 2.70; 2.45; 4.02 eV Å⁻¹.
E, respectively: -76093.759; -79092.467; -41911.606; -125277.129; -25727.375 eV.